Record 1
Here is a cluster of 2 separate species, C2H8N2O2 in total at a distorted geometry from the Open Molecules 2025 dataset. Energies are from ωB97M-V/def2-TZVPD.

Calculated values
- Relative energy (zero: lowest compared OMol25 entry of this formula, charge and spin): 6.293 eV
- Gap between HOMO and LUMO: 9.721 eV
- HOMO level: -8.7471 eV
- SMILES: C/N=N/C.OO

CARTESIAN COORDINATES (ANGSTROEM)
C: 0.088 -1.767 1.089
N: 0.998 -0.576 0.845
N: 0.646 0.206 -0.056
C: 1.522 1.284 -0.324
H: 0.440 -2.234 1.978
H: -0.954 -1.371 1.245
H: 0.309 -2.444 0.201
H: 0.970 2.296 -0.094
H: 2.482 1.218 0.248
H: 1.655 1.480 -1.395
O: -1.999 -0.045 -1.346
O: -2.341 1.000 -0.547
H: -1.458 0.337 -2.127
H: -2.359 0.616 0.282

Löwdin population analysis, charges in e, atoms 1 to 8: -0.086, -0.062, -0.105, -0.152, 0.037, 0.076, 0.097, 0.111


Record 2
Here is a structure of composition C19H28ClN4PbS2 at a distorted geometry from the Open Molecules 2025 dataset. Energies are from ωB97M-V/def2-TZVPD.

Calculated values
- Relative energy (zero: lowest compared OMol25 entry of this formula, charge and spin): 2.168 eV
- Gap between HOMO and LUMO (spin up / spin down): 4.784 / 6.277 eV
- HOMO level (spin up / spin down): -9.7080 / -10.2971 eV
- Charge: +1

CARTESIAN COORDINATES (ANGSTROEM)
Pb: -0.219 0.245 0.162
N: 0.029 0.865 -2.374
C: 0.348 2.273 -2.656
C: 0.146 3.184 -1.439
N: 0.773 2.727 -0.198
C: 0.283 3.545 0.918
C: -1.135 3.218 1.383
N: -1.181 1.872 1.955
C: 2.240 2.751 -0.232
C: 2.904 1.475 -0.765
N: 2.407 0.300 -0.061
H: 0.699 0.248 -2.817
H: -0.886 0.625 -2.740
H: -0.290 2.673 -3.452
H: 1.379 2.358 -3.001
H: -0.925 3.250 -1.246
H: 0.519 4.186 -1.707
H: 0.333 4.613 0.663
H: 0.937 3.379 1.776
H: -1.854 3.247 0.563
H: -1.423 3.987 2.112
H: -2.146 1.612 2.134
H: -0.679 1.841 2.837
H: 2.594 2.884 0.794
H: 2.616 3.596 -0.825
H: 3.990 1.599 -0.638
H: 2.715 1.329 -1.825
H: 2.680 0.356 0.917
H: 2.823 -0.543 -0.442
S: -1.252 -2.246 -0.187
C: -2.862 -2.051 -0.754
C: -3.608 -3.223 -0.970
C: -4.805 -3.183 -1.633
C: -5.303 -1.959 -2.099
C: -4.624 -0.794 -1.846
C: -3.421 -0.800 -1.120
S: -2.775 0.727 -0.652
H: -3.195 -4.161 -0.631
H: -5.350 -4.096 -1.812
H: -6.234 -1.935 -2.645
H: -5.021 0.152 -2.182
Cl: 3.283 -0.493 2.938
C: 2.772 -1.986 2.207
C: 3.740 -2.897 1.841
C: 3.375 -4.146 1.361
C: 2.029 -4.489 1.288
C: 1.064 -3.571 1.622
C: 1.390 -2.270 2.073
C: 0.383 -1.336 2.390
H: 4.783 -2.643 1.943
H: 4.133 -4.854 1.066
H: 1.744 -5.478 0.967
H: 0.018 -3.826 1.556
H: 0.671 -0.439 2.912
H: -0.614 -1.695 2.569

Löwdin population analysis, charges in e, atoms 1 to 8: 1.077, -0.064, -0.217, -0.191, -0.250, -0.191, -0.251, -0.099


Record 3
Here is a structure of composition C6H10 from the Open Molecules 2025 dataset. Energies are from ωB97M-V/def2-TZVPD.

Calculated values
- Relative energy (zero: lowest compared OMol25 entry of this formula, charge and spin): 4.050 eV
- Gap between HOMO and LUMO: 8.118 eV
- HOMO level: -7.4739 eV

CARTESIAN COORDINATES (ANGSTROEM)
C: 1.990 -0.476 0.384
C: 0.402 0.221 -1.029
C: -0.676 -0.816 -0.749
C: -1.632 -0.226 0.313
C: -1.169 1.204 0.398
C: -0.020 1.405 -0.268
H: 1.247 -0.562 1.173
H: 2.724 0.298 0.617
H: 2.464 -1.439 0.178
H: 1.597 -0.157 -0.788
H: -1.217 -0.960 -1.693
H: -0.263 -1.793 -0.483
H: -1.556 -0.715 1.296
H: -2.683 -0.306 0.010
H: -1.722 1.969 0.941
H: 0.516 2.351 -0.301

Löwdin population analysis, charges in e, atoms 1 to 8: -0.019, -0.111, -0.224, -0.193, -0.085, -0.155, 0.044, 0.051